A 7-piece molecular cluster, C30H50BIO13 overall in a non-equilibrium geometry. Source: the Open Molecules 2025 dataset; level of theory: the ωB97M-V functional and the def2-TZVPD basis.

Positions of all 95 atoms, in Å:
C -0.07436 1.74501 -3.65440
C 0.98926 0.63885 -3.44709
O 1.63518 0.38077 -4.68768
C 2.05094 0.97137 -2.35717
B 1.40388 0.87137 -0.88942
C 2.05508 -0.08898 0.23073
C 1.26615 -1.44441 0.16075
C 1.21658 -2.21422 1.49862
I 2.18081 -2.67686 -1.37222
H -0.94416 1.29119 -4.15503
H -0.37814 2.18862 -2.69462
H 0.28024 2.55850 -4.30739
H 0.49318 -0.29827 -3.15000
H 1.82515 1.23359 -5.08814
H 2.45976 1.99929 -2.44257
H 2.89645 0.27944 -2.49370
H 0.41045 1.48702 -0.65202
H 1.96439 0.39662 1.21663
H 3.11655 -0.27701 0.01799
H 0.23812 -1.21489 -0.16053
H 0.57326 -1.72548 2.24079
H 0.72835 -3.18049 1.29461
H 2.22268 -2.36883 1.91585
O 4.51806 2.61272 0.46383
C 5.48096 1.95527 0.19229
O 5.40717 0.74130 -0.39851
C 6.72134 0.16164 -0.49158
C 7.67690 1.33742 -0.41723
C 6.92058 2.30684 0.48006
H 6.85214 -0.53661 0.33841
H 6.81004 -0.38570 -1.42837
H 8.66362 1.06582 -0.04457
H 7.80190 1.77799 -1.40934
H 7.12167 2.12724 1.53766
H 7.12406 3.34413 0.22653
O 1.99507 2.73127 -7.13814
C 1.80111 3.91141 -7.14107
O 2.72213 4.81431 -7.55435
C 2.23015 6.14619 -7.33397
C 0.72129 6.00724 -7.26602
C 0.55644 4.62011 -6.66289
H 2.65571 6.52320 -6.40042
H 2.55084 6.78981 -8.15117
H 0.24153 6.79964 -6.69303
H 0.30213 6.02115 -8.27445
H 0.56294 4.64570 -5.57163
H -0.33784 4.11921 -7.02457
O 6.42981 -2.61586 1.79352
C 5.85632 -3.42855 2.45931
O 5.88472 -3.43207 3.81352
C 5.19354 -4.59047 4.31051
C 4.26383 -5.01089 3.18856
C 5.05009 -4.60017 1.95220
H 5.93277 -5.35988 4.54926
H 4.65445 -4.32742 5.21888
H 4.00434 -6.06831 3.21735
H 3.33616 -4.43667 3.24122
H 5.73393 -5.38526 1.62383
H 4.39459 -4.30023 1.13819
O -1.08388 -3.12215 3.31518
C -2.05639 -2.42888 3.20741
O -2.38953 -1.47060 4.09948
C -3.66307 -0.89274 3.73710
C -3.82520 -1.18010 2.25893
C -3.09312 -2.50547 2.11304
H -4.44328 -1.36840 4.34076
H -3.65418 0.17059 3.94896
H -4.86801 -1.21307 1.92805
H -3.31349 -0.41109 1.67508
H -3.74791 -3.35863 2.30731
H -2.61891 -2.60524 1.13877
O -5.26712 1.73845 3.70510
C -6.08481 1.93098 4.55543
O -7.17145 2.71953 4.37787
C -7.89559 2.83360 5.61351
C -7.48868 1.62001 6.42745
C -6.05671 1.39298 5.96590
H -7.61216 3.77242 6.09636
H -8.96391 2.85419 5.40574
H -7.58986 1.76866 7.50172
H -8.10479 0.76273 6.14765
H -5.34104 1.97436 6.54997
H -5.78547 0.34028 5.97435
O -6.29283 -1.58565 0.61999
C -5.78939 -1.92228 -0.41335
O -4.60169 -1.44093 -0.84898
C -4.32188 -1.95247 -2.16371
C -5.15357 -3.21519 -2.28308
C -6.36650 -2.88043 -1.42628
H -4.60665 -1.19501 -2.89813
H -3.25493 -2.14791 -2.25675
H -5.39598 -3.47460 -3.31256
H -4.61427 -4.05685 -1.84289
H -7.14122 -2.36454 -1.99637
H -6.77833 -3.75965 -0.93760

Summary:
ΔE to the lowest compared entry with this formula, charge and spin, kcal per mole: 13.2
SMILES: C[C@H](I)CBC[C@@H](C)O.O=C1CCCO1.O=C1CCCO1.O=C1CCCO1.O=C1CCCO1.O=C1CCCO1.O=C1CCCO1
LUMO energy, eV: 0.555
Frontier orbital gap, eV: 9.4
Multiplicity: 1

Results of the Mulliken charge analysis, in e, for atoms 1 through 8:
1 C -0.684
2 C 0.501
3 O -0.544
4 C -0.692
5 B 0.148
6 C -0.641
7 C -0.016
8 C -1.168


C30H50BiP2Te as an isolated structure in a non-equilibrium geometry. Source: the Open Molecules 2025 dataset; level of theory: the ωB97M-V functional and the def2-TZVPD basis.

Positions of all 84 atoms, in Å:
Bi -0.08320 -0.31597 -2.20235
C -2.81815 1.76958 0.25588
C -3.26353 0.88733 -0.76544
C -3.00425 -0.33569 1.16597
C -2.70512 1.02170 1.46138
C -3.35111 -0.41987 -0.21038
C -2.54457 3.21078 0.10026
H -2.26070 3.45004 -0.93466
H -1.72688 3.53270 0.76293
H -3.42762 3.82311 0.34977
C -2.32750 1.55944 2.78334
H -2.50510 2.64086 2.83366
H -1.26185 1.37940 2.99602
H -2.90470 1.07501 3.58319
C -2.94387 -1.45399 2.12597
H -3.52198 -1.22745 3.03325
H -1.90727 -1.64950 2.43635
H -3.34075 -2.37429 1.68571
C -3.75191 -1.64000 -0.94296
H -4.83187 -1.63787 -1.16687
H -3.53989 -2.53791 -0.34931
H -3.22188 -1.73056 -1.90563
C -3.59319 1.28690 -2.15097
H -4.43491 1.99765 -2.16751
H -3.88334 0.41792 -2.75350
H -2.74351 1.78448 -2.64483
C 1.81856 0.49203 -3.04344
C 0.68872 1.41374 -3.29735
C 0.00668 1.48934 -4.63052
C -1.01565 0.35736 -4.98887
C -0.96414 -0.87503 -4.12639
C 0.28219 -1.65462 -3.96400
C 1.48173 -1.33357 -4.80900
C 2.43018 -0.26818 -4.17579
H 0.78111 1.53247 -5.40409
H -0.85637 0.04989 -6.03313
H -0.55067 2.43624 -4.65422
H 2.76462 0.43187 -4.95724
H 2.52406 0.77230 -2.24647
H 0.60943 2.29925 -2.63935
H 3.33128 -0.79182 -3.82120
H 2.07009 -2.25117 -4.96926
H 0.14608 -2.72275 -3.73781
H 1.17496 -1.00090 -5.81266
H -2.03372 0.77619 -4.92627
H -1.90603 -1.44056 -4.00270
P 2.25816 2.16818 1.49415
C 1.77815 3.44793 2.68431
H 2.53613 4.24575 2.65291
H 1.72260 3.03924 3.70007
H 0.79781 3.86439 2.40952
C 4.03981 1.90224 1.68335
H 4.51667 2.85189 1.96672
H 4.46060 1.54730 0.73211
H 4.23269 1.15225 2.46020
C 2.01972 2.92925 -0.12807
H 2.31194 2.24221 -0.93406
H 2.64069 3.83676 -0.18510
H 0.96353 3.21066 -0.25787
P 1.22719 -3.42734 -0.12759
C -0.00304 -4.61665 -0.77091
H 0.53825 -5.45966 -1.21779
H -0.63879 -4.12792 -1.52920
H -0.63250 -4.93399 0.07121
C 2.63125 -3.69479 -1.27078
H 2.36933 -3.40462 -2.30243
H 2.87961 -4.76169 -1.21638
H 3.47417 -3.06940 -0.94137
C 1.75568 -4.04497 1.49216
H 2.48290 -4.83742 1.28213
H 0.84363 -4.39152 1.99743
H 2.18680 -3.17868 2.01973
Te 1.16076 -0.03059 1.80802
C 1.03154 0.04967 3.98384
C -0.09350 -0.51259 4.61251
C -0.35027 -0.22119 5.96421
C 0.55408 0.55775 6.69687
C 1.73098 1.01778 6.09878
C 1.99312 0.73242 4.74688
H -0.76867 -1.15494 4.04836
H -1.25634 -0.60516 6.43300
H 0.34366 0.79608 7.74361
H 2.45146 1.59834 6.67471
H 2.92573 1.05713 4.28524

Summary:
LUMO energy (spin up / spin down), eV: -3.859 / -3.859
Frontier orbital gap (spin up / spin down), eV: 3.2 / 3.2
Charge: +1
Multiplicity: 1

Results of the Mulliken charge analysis, in e, for atoms 1 through 8:
1 Bi 0.246
2 C 0.427
3 C 0.482
4 C 0.528
5 C 0.475
6 C 0.251
7 C -1.605
8 H 0.359


Calculated molecular weight, 756.4; 809.3 g mol⁻¹ (same order as the records).